# 1
Computed, not measured: a molecular structure, C27H36Li2O15S in a non-equilibrium geometry, with wB97M-V/def2-TZVPD.

Geometry as XYZ:
```
81
C27H36Li2O15S (wB97M-V/def2-TZVPD)
Li -1.159 1.786 2.983
Li 1.908 -2.759 1.191
S -0.052 -0.441 0.579
O -1.054 -0.882 -0.266
O -0.599 0.459 1.612
O 0.542 -1.580 1.180
O 0.974 0.300 -0.196
C 0.538 1.224 4.936
O 0.228 2.408 4.408
H 0.601 0.608 4.210
H -0.006 0.842 5.885
H 1.597 1.131 5.151
H 0.818 3.100 4.705
C -4.131 -1.361 -1.393
O -3.559 -1.481 0.044
H -4.501 -0.313 -1.797
H -4.707 -2.056 -1.699
H -3.430 -1.413 -2.156
H -2.815 -1.061 -0.004
C 4.005 -1.994 -1.271
O 2.838 -1.934 -0.509
H 4.432 -3.044 -1.287
H 4.673 -1.468 -0.832
H 3.907 -1.537 -2.330
H 2.588 -1.005 -0.724
C -1.438 -4.433 4.687
C -2.187 -5.671 4.550
C -2.576 -6.068 3.196
C -2.266 -5.340 2.075
C -1.439 -4.185 2.199
C -1.148 -3.797 3.481
O -0.261 -2.693 3.530
O -3.127 -7.256 3.093
H -1.076 -3.976 5.637
H -2.301 -6.269 5.332
H -2.529 -5.780 1.157
H -1.179 -3.651 1.376
H -0.092 -2.443 2.589
H -3.549 -7.360 2.181
C 0.098 -3.106 -4.300
C 0.410 -2.551 -5.570
C 0.612 -1.110 -5.697
C 0.329 -0.353 -4.544
C -0.044 -0.912 -3.411
C -0.221 -2.251 -3.155
O -0.532 -2.832 -2.017
O 1.010 -0.466 -6.860
H -0.125 -4.146 -4.186
H 0.602 -3.098 -6.467
H 0.644 0.492 -4.587
H -0.337 -0.302 -2.707
H -0.803 -2.246 -1.192
H 1.254 -1.211 -7.328
C 2.287 3.397 1.130
C 2.281 4.717 1.554
C 3.585 5.306 1.593
C 4.683 4.626 1.149
C 4.590 3.336 0.686
C 3.360 2.738 0.705
O 3.277 1.419 0.272
O 3.695 6.649 1.796
H 1.405 2.798 1.147
H 1.388 5.311 2.073
H 5.826 5.033 1.011
H 5.495 2.797 0.580
H 2.462 0.848 0.240
H 4.385 6.983 1.108
C -3.224 2.713 -1.271
C -1.961 2.163 -1.173
C -0.847 2.985 -1.348
C -1.011 4.379 -1.600
C -2.299 4.849 -1.756
C -3.437 4.080 -1.489
O -4.694 4.563 -1.527
O 0.451 2.473 -1.278
H -4.027 2.101 -1.433
H -2.001 1.148 -1.037
H -0.232 5.070 -1.777
H -2.364 5.941 -1.965
H -4.862 5.445 -2.086
H 0.419 1.619 -0.783
```

Summary:
Relative energy (zero: lowest compared OMol25 entry of this formula, charge and spin) (eV): 1.306
Orbital gap (eV): 6.4

# 2
Computed, not measured: C27H36N2O3 in the gas phase, with wB97M-V/def2-TZVPD.

Geometry as XYZ:
```
68
C27H36N2O3 (wB97M-V/def2-TZVPD)
C 6.563 0.932 -0.232
C 6.432 -0.581 -0.375
C 5.643 -0.986 -1.622
C 4.143 -0.718 -1.501
C 3.418 -1.781 -0.667
C 2.094 -1.259 -0.102
C 0.955 -2.288 -0.065
N 0.074 -1.770 0.961
C -1.337 -2.053 0.998
C -2.105 -1.176 -0.004
C -3.587 -1.358 0.138
C -4.304 -2.136 -0.760
C -5.673 -2.294 -0.620
C -6.338 -1.675 0.423
C -5.629 -0.904 1.329
C -4.262 -0.750 1.189
C 0.673 -0.880 1.769
O 0.133 -0.253 2.662
C 2.144 -0.822 1.368
C 2.813 0.517 1.668
C 2.231 1.660 0.847
O 2.782 2.096 -0.148
N 1.080 2.150 1.337
C 0.363 3.241 0.707
C -1.017 2.826 0.271
C -2.094 2.923 1.148
C -3.360 2.549 0.755
C -3.587 2.056 -0.532
O -4.875 1.729 -0.821
C -5.163 1.183 -2.084
C -2.513 1.942 -1.408
C -1.244 2.325 -1.001
H 7.109 1.181 0.675
H 7.105 1.345 -1.081
H 5.590 1.413 -0.188
H 7.432 -1.018 -0.432
H 5.950 -0.990 0.515
H 5.801 -2.050 -1.823
H 6.038 -0.430 -2.474
H 3.699 -0.697 -2.498
H 3.986 0.266 -1.062
H 4.057 -2.107 0.155
H 3.228 -2.656 -1.293
H 1.762 -0.407 -0.704
H 0.433 -2.374 -1.019
H 1.328 -3.280 0.222
H -1.499 -3.114 0.786
H -1.684 -1.833 2.010
H -1.841 -0.136 0.195
H -1.791 -1.424 -1.020
H -3.790 -2.618 -1.581
H -6.220 -2.897 -1.330
H -7.406 -1.792 0.529
H -6.144 -0.418 2.144
H -3.709 -0.142 1.889
H 2.655 -1.598 1.956
H 2.686 0.737 2.730
H 3.877 0.448 1.443
H 0.629 1.670 2.106
H 0.293 4.075 1.415
H 0.966 3.550 -0.151
H -1.936 3.305 2.146
H -4.201 2.631 1.425
H -4.935 1.889 -2.890
H -4.619 0.248 -2.248
H -6.232 0.977 -2.078
H -2.651 1.562 -2.408
H -0.418 2.235 -1.691
```

Summary:
Relative energy (zero: lowest compared OMol25 entry of this formula, charge and spin) (eV): 0.131
Orbital gap (eV): 9.1
SMILES: CCCCC[C@H]1CN(CCc2ccccc2)C(=O)[C@@H]1CC(=O)NCc1ccc(OC)cc1

# 3
Computed, not measured: a molecular structure, C27H36N2O3PdSSb, with wB97M-V/def2-TZVPD.

Geometry as XYZ:
```
71
C27H36N2O3PdSSb (wB97M-V/def2-TZVPD)
Pd 0.187 0.931 -0.019
O 1.206 3.766 0.063
N 1.384 4.428 0.925
N 1.685 3.122 2.367
O 1.528 2.016 1.909
C 2.057 3.410 3.631
C 2.186 4.786 3.955
C 2.572 5.131 5.226
C 2.828 4.124 6.159
C 2.700 2.760 5.841
C 2.316 2.388 4.584
H 1.980 5.544 3.212
H 2.679 6.170 5.504
H 3.135 4.400 7.160
H 2.911 2.014 6.595
H 2.211 1.350 4.302
C 0.678 -2.039 2.426
C 0.400 -2.790 1.127
C 1.273 -4.038 1.000
Sb 0.786 -1.496 -0.549
C -0.072 -2.217 -2.382
C 0.187 -3.713 -2.548
C 0.440 -1.382 -3.551
C 2.924 -1.248 -0.657
C 3.594 -2.310 -1.523
C 3.245 0.174 -1.114
H 0.475 -2.695 3.274
H 0.062 -1.144 2.543
H 1.728 -1.743 2.492
H -0.656 -3.058 1.055
H 2.335 -3.792 1.062
H 1.100 -4.591 0.077
H 1.050 -4.712 1.829
H -1.142 -2.047 -2.241
H 1.251 -3.942 -2.611
H -0.269 -4.040 -3.484
H -0.257 -4.305 -1.748
H 1.506 -1.541 -3.718
H 0.265 -0.312 -3.416
H -0.075 -1.690 -4.462
H 3.234 -1.376 0.384
H 3.321 -2.208 -2.573
H 3.361 -3.325 -1.200
H 4.678 -2.190 -1.455
H 2.886 0.369 -2.126
H 4.325 0.330 -1.112
H 2.820 0.933 -0.441
O -1.583 2.555 -0.402
S -1.837 1.145 -0.791
C -3.155 0.392 0.073
C -4.450 0.835 -0.201
C -5.491 0.296 0.534
C -5.235 -0.662 1.511
C -3.938 -1.086 1.775
C -2.881 -0.550 1.058
C -2.213 1.030 -2.497
C -2.931 -0.061 -2.985
C -3.180 -0.124 -4.345
C -2.717 0.883 -5.186
C -2.002 1.963 -4.680
C -1.734 2.044 -3.324
H -4.639 1.580 -0.963
H -6.504 0.622 0.345
H -6.058 -1.079 2.075
H -3.755 -1.827 2.541
H -1.861 -0.853 1.256
H -3.312 -0.826 -2.321
H -3.751 -0.949 -4.749
H -2.925 0.831 -6.247
H -1.665 2.749 -5.340
H -1.201 2.889 -2.910
```

Summary:
Total charge: +3
Relative energy (zero: lowest compared OMol25 entry of this formula, charge and spin) (eV): 0.063
Orbital gap (eV): 6.4

# 4
Computed, not measured: 2 unconnected molecules or ions with the total composition C27H36N3O2 in a non-equilibrium geometry, with wB97M-V/def2-TZVPD.

Geometry as XYZ:
```
68
C27H36N3O2 (wB97M-V/def2-TZVPD)
C -0.397 -3.072 -4.316
C -0.520 -2.429 -2.956
N 0.079 -1.095 -2.732
C 1.551 -1.073 -2.778
C 2.235 -1.103 -4.131
C -0.595 0.071 -3.284
C -1.854 -0.223 -4.075
H -0.806 -4.085 -4.248
H -0.961 -2.519 -5.071
H 0.650 -3.135 -4.626
H -1.574 -2.364 -2.661
H -0.058 -3.093 -2.220
H 1.850 -0.191 -2.192
H 1.917 -1.967 -2.251
H 3.069 -0.395 -4.106
H 2.653 -2.102 -4.300
H 1.559 -0.849 -4.948
H -0.821 0.733 -2.429
H 0.097 0.629 -3.937
H -2.418 0.703 -4.214
H -1.630 -0.623 -5.072
H -2.510 -0.925 -3.554
C -0.991 6.998 2.545
O -1.307 5.645 2.087
C -0.292 4.836 1.683
C -0.627 3.533 1.207
C 0.359 2.714 0.701
C 1.706 3.173 0.684
C 2.064 4.422 1.190
C 1.070 5.246 1.715
N 2.509 2.105 0.282
C 3.964 2.074 0.249
C 1.744 1.002 0.041
C 0.387 1.293 0.292
C -0.677 0.360 0.321
C -0.562 -1.029 0.649
C 0.187 -2.001 -0.021
N -0.035 -3.246 0.500
C 0.472 -4.515 0.011
C -0.866 -3.129 1.598
C -1.194 -1.759 1.757
C -1.865 -1.370 2.903
C -2.173 -2.366 3.879
O -2.609 -2.074 5.136
C -2.631 -0.686 5.544
C -1.934 -3.746 3.633
C -1.233 -4.129 2.498
H -1.946 7.409 2.887
H -0.266 6.987 3.374
H -0.608 7.620 1.721
H -1.650 3.183 1.267
H 3.107 4.732 1.194
H 1.342 6.211 2.150
H 4.354 3.096 0.247
H 4.383 1.519 1.106
H 4.293 1.564 -0.667
H 2.192 0.051 -0.226
H -1.683 0.805 0.347
H 0.876 -1.858 -0.828
H 0.798 -5.133 0.858
H -0.301 -5.080 -0.532
H 1.321 -4.350 -0.657
H -2.050 -0.308 3.089
H -2.964 -0.715 6.585
H -1.629 -0.233 5.474
H -3.342 -0.113 4.928
H -2.241 -4.461 4.396
H -0.970 -5.169 2.306
```

Summary:
Total charge: +1
Relative energy (zero: lowest compared OMol25 entry of this formula, charge and spin) (eV): 2.524
Orbital gap (eV): 5.8

# 5
Computed, not measured: a molecular structure, C27H36N6O9Sr in a non-equilibrium geometry, with wB97M-V/def2-TZVPD.

Geometry as XYZ:
```
79
C27H36N6O9Sr (wB97M-V/def2-TZVPD)
Sr -1.930 0.330 -1.321
O -4.167 -3.275 -1.408
C -3.234 -2.466 -1.261
O -2.974 -1.466 -1.989
C -2.285 -2.683 -0.054
N -2.165 -1.491 0.800
C -3.370 -1.314 1.603
C -4.546 -0.770 0.802
N -4.204 0.448 0.075
C -4.184 1.594 0.977
C -3.467 2.810 0.400
N -2.073 2.536 0.041
C -1.217 2.641 1.222
C 0.153 1.966 1.136
N 0.171 0.507 1.022
C -0.532 -0.183 2.100
C -0.993 -1.571 1.673
C 1.560 0.036 0.924
C 1.137 -1.544 -1.038
O 1.074 -2.652 -0.454
O 0.987 -1.432 -2.461
C -1.624 3.472 -1.001
C -0.353 2.973 -1.732
O 0.616 3.750 -1.812
O -0.437 1.801 -2.190
C -5.134 0.651 -1.040
C -4.617 1.676 -2.081
O -5.404 2.570 -2.437
O -3.427 1.503 -2.463
H -1.302 -2.914 -0.468
H -2.644 -3.547 0.523
H -3.145 -0.638 2.432
H -3.680 -2.272 2.055
H -5.398 -0.603 1.486
H -4.853 -1.526 0.084
H -3.694 1.292 1.906
H -5.213 1.903 1.243
H -3.535 3.637 1.128
H -3.999 3.129 -0.492
H -1.763 2.244 2.080
H -1.022 3.704 1.448
H 0.710 2.290 2.038
H 0.692 2.365 0.277
H -1.405 0.401 2.388
H 0.101 -0.266 3.003
H -1.207 -2.182 2.569
H -0.194 -2.060 1.116
H 1.707 -0.801 1.608
H 2.236 0.837 1.254
H -1.450 4.474 -0.583
H -2.391 3.526 -1.775
H -6.128 0.962 -0.685
H -5.225 -0.291 -1.586
C 5.228 0.743 0.024
N 4.381 0.068 -0.956
N 3.504 -0.860 -0.307
C 2.083 -0.439 -0.462
O -0.052 -0.883 -1.567
C 2.236 0.700 -1.424
C 3.512 0.961 -1.648
C 4.109 2.025 -2.503
C 4.096 -2.040 0.102
C 5.378 -2.372 -0.375
C 6.052 -3.494 0.081
C 5.483 -4.332 1.026
C 4.215 -4.017 1.503
C 3.535 -2.897 1.068
H 5.734 -0.010 0.628
H 4.659 1.413 0.683
H 5.982 1.323 -0.511
H 1.385 1.187 -1.879
H 3.306 2.577 -2.987
H 4.766 1.589 -3.261
H 4.699 2.731 -1.911
H 5.828 -1.745 -1.131
H 7.036 -3.719 -0.318
H 6.004 -5.214 1.379
H 3.740 -4.662 2.233
H 2.540 -2.715 1.431
```

Summary:
Total charge: -2
Relative energy (zero: lowest compared OMol25 entry of this formula, charge and spin) (eV): 5.385
Orbital gap (eV): 6.6

# 6
Computed, not measured: 7 unconnected molecules or ions with the total composition C27H36N6Si in a non-equilibrium geometry, with wB97M-V/def2-TZVPD.

Geometry as XYZ:
```
70
C27H36N6Si (wB97M-V/def2-TZVPD)
C -1.639 -2.478 0.104
C -1.044 -3.446 0.567
C -0.444 -4.640 1.410
Si -1.670 -5.153 2.793
H -2.474 -1.915 -0.399
H 0.574 -4.306 1.795
H -0.334 -5.493 0.672
H -2.823 -4.225 2.709
H -1.118 -4.942 4.153
H -2.239 -6.501 2.624
C -0.126 2.056 -2.447
C 0.567 2.415 -1.262
C 0.214 1.511 -0.292
N -0.670 0.622 -0.845
C -0.878 0.944 -2.159
H -0.078 2.556 -3.403
H 1.249 3.243 -1.135
H 0.513 1.423 0.741
H -1.099 -0.150 -0.359
H -1.543 0.357 -2.774
C -3.323 0.816 3.782
C -3.649 2.192 3.877
C -3.174 2.804 2.745
N -2.570 1.850 1.971
C -2.661 0.634 2.594
H -3.549 0.044 4.502
H -4.173 2.680 4.685
H -3.212 3.833 2.424
H -2.127 2.017 1.081
H -2.246 -0.253 2.139
C 2.729 -0.814 3.048
C 2.673 -0.996 4.454
C 1.651 -1.873 4.712
N 1.084 -2.224 3.518
C 1.738 -1.586 2.497
H 3.417 -0.188 2.502
H 3.312 -0.536 5.193
H 1.277 -2.276 5.641
H 0.307 -2.853 3.406
H 1.441 -1.737 1.470
C 3.301 3.578 -6.340
C 2.173 2.827 -6.755
C 1.818 2.011 -5.709
N 2.693 2.238 -4.681
C 3.596 3.195 -5.055
H 3.837 4.316 -6.917
H 1.676 2.879 -7.712
H 1.022 1.290 -5.609
H 2.673 1.773 -3.788
H 4.370 3.519 -4.378
C 0.415 -0.135 -10.633
C 1.027 -0.986 -9.679
C 0.582 -0.600 -8.441
N -0.273 0.457 -8.609
C -0.384 0.743 -9.944
H 0.544 -0.162 -11.704
H 1.716 -1.793 -9.878
H 0.800 -0.983 -7.456
H -0.746 0.947 -7.869
H -1.019 1.545 -10.287
C -1.089 0.136 7.355
C -1.473 -0.240 8.668
C -0.331 -0.310 9.424
N 0.729 0.006 8.616
C 0.274 0.285 7.355
H -1.740 0.284 6.505
H -2.475 -0.438 9.019
H -0.180 -0.557 10.463
H 1.692 0.031 8.905
H 0.959 0.562 6.569
```

Summary:
Orbital gap (eV): 8.6
SMILES: C#CC[SiH3].c1cc[nH]c1.c1cc[nH]c1.c1cc[nH]c1.c1cc[nH]c1.c1cc[nH]c1.c1cc[nH]c1

Number 1: calculated total energy -2592.10189 hartree. Number 2: calculated total energy -1385.74141 hartree. Number 3: calculated total energy -2150.78572 hartree. Number 4: calculated total energy -1364.87537 hartree. Number 5: calculated total energy -2086.94822 hartree. Number 6: calculated total energy -1668.29488 hartree.